Formula: C10H10MgN6O12
Source: OMol25
Level of theory: wB97M-V/def2-TZVPD

For the maximum force, the calculation gives 5.9 eV Å⁻¹. The relative energy (zero: lowest compared OMol25 entry of this formula, charge and spin) is 84.2 kJ/mol. As for the gap between HOMO and LUMO: 6.06 eV. The net charge is -2. The HOMO energy is -0.0698 hartree. The total energy is -1818.2749 a.u.

Geometry as XYZ:
```
39
Properties=species:S:1:pos:R:3:forces:R:3
Mg 0.310270 -0.835555 -0.091351 1.429 -3.184 -2.443
N -0.556435 -2.411143 2.473424 4.893 -2.015 -0.947
O 0.577081 -2.895090 2.692833 -0.663 0.208 0.851
O -0.652506 -1.890372 1.331842 -2.377 1.347 -0.599
O -1.447431 -2.542525 3.264050 -2.440 0.684 0.837
N 2.236245 0.278137 -2.541218 3.695 -1.396 -1.190
O 1.309315 0.149068 -1.762804 -2.868 0.726 1.815
O 2.946565 1.299652 -2.539151 -0.291 1.808 0.447
O 2.606433 -0.657850 -3.233088 -0.788 -0.315 -0.872
N 0.224526 -2.931790 -2.594833 2.482 0.489 -1.358
O -0.032721 -2.339758 -1.547083 -2.201 1.003 2.575
O -0.652059 -3.153713 -3.434996 -1.292 -0.402 -0.352
O 1.401408 -3.171893 -2.805135 0.127 -1.181 -0.549
N 3.169161 -2.185329 0.186894 1.659 -1.291 -3.432
O 2.107434 -1.595574 0.371161 -1.722 1.486 1.022
O 3.553052 -2.412470 -0.986240 -0.338 0.456 0.908
O 3.842053 -2.563871 1.118307 0.857 -0.305 2.112
N -1.402656 0.139172 -0.777798 -4.671 2.924 -1.436
C -2.535721 -0.559162 -1.182151 2.482 0.273 0.352
C -3.771656 -0.029873 -1.520039 0.700 -1.210 0.065
C -3.953127 1.316127 -1.573590 -0.425 -0.459 0.336
C -2.867405 2.100797 -1.247144 0.580 0.381 0.523
C -1.654989 1.542541 -0.823126 -0.039 -2.613 -0.179
H -2.392676 -1.620796 -1.319554 0.302 -0.188 0.370
H -4.508556 -0.789299 -1.736034 -0.365 0.302 -0.158
H -4.960753 1.652018 -1.769217 0.132 0.651 -0.218
H -3.018049 3.170176 -1.236039 0.395 0.170 0.015
H -0.849966 2.182244 -0.492790 0.137 -0.095 -0.116
N 0.606962 0.704472 1.032606 2.499 4.373 3.130
C -0.238937 1.083820 2.022634 0.134 -0.827 -1.072
C 0.031877 2.004664 3.007411 0.961 1.712 0.751
C 1.233418 2.718062 3.023281 1.548 -1.435 -2.292
C 2.178816 2.397005 1.986268 -2.069 -0.854 0.508
C 1.828380 1.397758 1.046405 -1.272 -0.060 0.505
H -1.209730 0.613773 1.967751 -0.077 -0.247 0.220
H -0.651675 2.319731 3.781951 -0.576 -0.579 -0.139
H 1.523214 3.455764 3.756921 -0.366 0.030 0.191
H 3.147064 2.868273 1.903750 -0.033 0.049 0.011
H 2.523776 1.192810 0.245889 -0.138 -0.415 -0.192
```
Forces are in eV/Å.